# 1
The following is a DFT calculation (wB97M-V/def2-TZVPD) of a 7-piece molecular cluster, C37H67BI2N7O4 overall at a distorted geometry.

```
! wB97M-V def2-TZVPD RIJCOSX def2/J DEFGRID3
* xyz -1 1
C 7.34 -1.66 1.23
C 8.22 -2.30 -0.04
O 7.63 -2.03 -1.35
C 7.76 -3.17 -2.27
C 6.31 -3.97 -2.53
O 5.20 -3.06 -2.86
C 3.91 -3.58 -2.38
C 3.46 -2.95 -0.90
C 3.96 -1.41 -1.02
C 3.35 -0.33 0.01
C 3.86 1.25 -0.20
N 2.49 -0.52 1.07
O 4.23 -3.87 0.00
B 3.34 -4.96 0.53
I 3.21 -5.29 2.69
O 2.08 -4.85 -0.27
C 1.97 -3.36 -0.38
C 0.62 -2.69 -0.99
C 0.75 -2.04 -2.49
C -0.50 -1.03 -2.90
I -2.45 -1.65 -2.13
H 8.05 -1.00 1.92
H 6.48 -0.95 0.85
H 6.90 -2.52 1.90
H 8.32 -3.45 0.22
H 9.31 -1.83 0.09
H 8.22 -2.74 -3.27
H 8.54 -3.99 -1.89
H 6.46 -4.67 -3.48
H 6.14 -4.66 -1.61
H 3.12 -3.30 -3.23
H 3.98 -4.74 -2.39
H 3.80 -0.98 -2.12
H 5.14 -1.42 -0.85
H 3.28 1.68 -1.12
H 5.01 1.14 -0.52
H 3.76 1.88 0.79
H 2.31 0.43 1.51
H 3.74 -6.02 0.12
H 1.94 -3.08 0.78
H -0.26 -3.49 -0.96
H 0.28 -1.82 -0.27
H 0.73 -2.93 -3.28
H 1.74 -1.45 -2.70
H -0.53 -1.05 -4.09
H -0.24 0.09 -2.61
C 1.12 -2.05 4.14
C -0.06 -2.61 4.94
C -1.41 -2.21 4.35
C -1.54 -0.69 4.36
N -1.65 0.56 4.37
H 1.13 -0.96 4.15
H 2.07 -2.39 4.58
H 1.09 -2.39 3.10
H 0.02 -2.26 5.97
H 0.02 -3.70 4.96
H -2.22 -2.64 4.95
H -1.51 -2.57 3.32
C 3.76 5.45 -0.10
C 5.03 6.21 0.27
C 6.23 5.82 -0.60
C 6.53 4.34 -0.42
N 6.78 3.12 -0.28
H 3.87 4.37 0.05
H 2.92 5.78 0.52
H 3.49 5.62 -1.15
H 5.26 6.03 1.33
H 4.84 7.29 0.16
H 7.11 6.40 -0.30
H 6.03 6.03 -1.65
C 4.55 0.27 6.65
C 3.76 1.55 6.38
C 3.13 1.57 4.98
C 4.23 1.48 3.93
N 5.13 1.41 3.05
H 5.39 0.16 5.97
H 4.95 0.29 7.67
H 3.91 -0.61 6.55
H 4.43 2.41 6.50
H 2.97 1.65 7.13
H 2.57 2.50 4.84
H 2.44 0.73 4.85
C -5.60 1.70 -1.28
C -6.51 0.62 -1.85
C -6.99 0.93 -3.27
C -7.78 2.23 -3.28
N -8.44 3.30 -3.28
H -6.12 2.66 -1.19
H -5.27 1.43 -0.27
H -4.72 1.85 -1.91
H -7.38 0.50 -1.19
H -5.97 -0.33 -1.85
H -7.62 0.12 -3.64
H -6.13 1.03 -3.95
C -10.40 4.44 -5.79
C -11.31 3.36 -6.36
C -11.78 3.67 -7.78
C -12.57 4.97 -7.79
N -13.23 6.04 -7.79
H -10.92 5.40 -5.70
H -10.06 4.16 -4.79
H -9.51 4.59 -6.42
H -12.17 3.24 -5.70
H -10.77 2.41 -6.37
H -12.42 2.86 -8.15
H -10.93 3.77 -8.46
C -6.58 -2.72 2.89
C -5.47 -1.68 2.73
C -5.98 -0.24 2.88
C -7.02 0.05 1.82
N -7.88 0.30 0.93
H -7.35 -2.61 2.12
H -6.17 -3.73 2.80
H -7.06 -2.63 3.87
H -5.01 -1.81 1.75
H -4.70 -1.87 3.48
H -5.14 0.46 2.78
H -6.42 -0.09 3.87
*
```

Results
energy: -2754.19761 Eh
HOMO: -4.700 eV
E_LUMO: 1.8 eV

# 2
The following is a DFT calculation (wB97M-V/def2-TZVPD) of C37H67GaN10OSi as an isolated structure.

```
! wB97M-V def2-TZVPD RIJCOSX def2/J DEFGRID3
* xyz 2 1
Ga -1.12 -0.47 -0.05
C -4.81 2.78 -0.86
N -3.68 3.05 0.02
C -3.78 4.32 0.75
C -2.53 2.32 0.03
N -2.52 0.99 0.08
C -3.74 0.31 0.56
C -3.93 -0.99 -0.18
N -2.82 -1.92 0.11
C -2.90 -2.48 1.47
C -1.51 -2.45 2.08
N -1.05 -1.07 1.96
C -0.43 -0.54 3.02
N -0.57 0.80 3.27
C 0.45 1.58 3.97
C -1.89 1.38 3.37
N 0.27 -1.29 3.90
C 0.36 -0.95 5.32
C 0.99 -2.50 3.52
C -2.76 -2.96 -0.94
C -1.57 -2.72 -1.85
N -1.34 -1.28 -1.99
C -0.97 -0.86 -3.20
N -1.24 0.41 -3.59
C -0.45 1.13 -4.59
C -2.35 1.18 -3.06
N -0.43 -1.68 -4.13
C 0.52 -2.74 -3.83
C -0.77 -1.56 -5.55
N -1.39 3.04 -0.06
C -0.09 2.57 0.39
C -1.35 4.28 -0.83
H -5.06 3.70 -1.39
H -5.70 2.47 -0.31
H -4.55 2.03 -1.60
H -4.70 4.32 1.33
H -3.80 5.17 0.07
H -2.94 4.43 1.43
H -4.64 0.90 0.44
H -3.66 0.12 1.63
H -3.92 -0.78 -1.25
H -4.89 -1.44 0.07
H -3.30 -3.50 1.45
H -3.56 -1.88 2.08
H -0.86 -3.15 1.54
H -1.57 -2.78 3.11
H 1.41 1.09 3.92
H 0.18 1.77 5.01
H 0.55 2.54 3.46
H -2.62 0.73 2.90
H -1.92 2.36 2.88
H -2.17 1.52 4.42
H -0.46 -0.29 5.60
H 1.31 -0.48 5.56
H 0.26 -1.87 5.89
H 1.15 -2.54 2.45
H 0.47 -3.40 3.84
H 1.96 -2.49 4.01
H -3.69 -2.95 -1.50
H -2.66 -3.94 -0.48
H -1.77 -3.18 -2.81
H -0.70 -3.22 -1.42
H 0.45 0.58 -4.84
H -0.16 2.10 -4.19
H -1.03 1.30 -5.50
H -3.04 0.52 -2.55
H -2.87 1.66 -3.89
H -2.01 1.95 -2.37
H 0.89 -2.66 -2.82
H 1.38 -2.64 -4.50
H 0.08 -3.73 -3.99
H -1.65 -0.95 -5.69
H -0.97 -2.56 -5.94
H 0.06 -1.14 -6.14
H -0.19 1.86 1.20
H 0.48 3.43 0.75
H 0.47 2.10 -0.41
H -2.28 4.42 -1.38
H -0.53 4.21 -1.54
H -1.18 5.15 -0.19
C 2.44 2.02 -1.96
C 3.08 0.66 -1.64
C 4.59 0.85 -1.45
C 2.86 -0.26 -2.84
Si 2.30 -0.16 -0.12
O 0.66 -0.16 -0.23
C 2.86 -1.95 -0.03
C 1.94 -3.00 -0.15
C 2.33 -4.33 -0.11
C 3.67 -4.65 0.04
C 4.61 -3.63 0.18
C 4.21 -2.30 0.15
C 2.95 0.69 1.43
C 3.42 -0.10 2.49
C 4.03 0.45 3.61
C 4.19 1.83 3.70
C 3.74 2.64 2.67
C 3.13 2.07 1.55
H 2.90 2.44 -2.86
H 2.59 2.76 -1.17
H 1.37 1.93 -2.14
H 5.00 1.41 -2.30
H 5.12 -0.11 -1.42
H 4.84 1.41 -0.54
H 3.26 0.20 -3.75
H 1.79 -0.43 -2.98
H 3.34 -1.22 -2.70
H 0.89 -2.75 -0.26
H 1.59 -5.12 -0.20
H 3.98 -5.68 0.06
H 5.65 -3.88 0.31
H 4.95 -1.53 0.30
H 3.35 -1.18 2.42
H 4.40 -0.19 4.40
H 4.69 2.27 4.56
H 3.88 3.71 2.72
H 2.80 2.73 0.76
*
```

Results
energy: -4286.82738 Eh
HOMO: -13.286 eV
E_LUMO: -3.8 eV

# 3
The following is a DFT calculation (wB97M-V/def2-TZVPD) of a 4-piece molecular cluster, C37H67N3O8 overall at a distorted geometry.

```
! wB97M-V def2-TZVPD RIJCOSX def2/J DEFGRID3
* xyz 0 1
C 2.49 -2.00 4.19
C 1.92 -2.05 2.75
C 2.69 -3.00 1.81
C 2.66 -2.55 0.35
C 3.83 -1.63 -0.04
C 3.66 -0.21 0.39
C 2.78 0.66 -0.12
C 1.82 0.34 -1.23
C 0.41 0.06 -0.76
C -0.07 0.42 0.50
C -1.38 0.11 0.90
C -2.24 -0.58 0.04
C -3.63 -0.91 0.51
C -1.77 -0.94 -1.22
C -0.46 -0.62 -1.61
C 2.75 2.06 0.36
O 2.38 2.96 -0.34
C 3.24 2.29 1.74
C 4.12 1.44 2.24
C 4.59 0.29 1.44
O 5.66 -0.22 1.65
H 1.88 -2.58 4.87
H 3.50 -2.39 4.22
H 2.52 -0.97 4.54
H 1.93 -1.06 2.31
H 0.89 -2.37 2.79
H 2.20 -3.97 1.85
H 3.71 -3.17 2.17
H 1.68 -2.11 0.15
H 2.73 -3.44 -0.27
H 4.03 -1.70 -1.10
H 4.71 -2.02 0.46
H 1.80 1.20 -1.90
H 2.19 -0.51 -1.79
H 0.56 0.93 1.22
H -1.71 0.39 1.89
H -3.56 -1.22 1.55
H -4.29 -0.05 0.49
H -4.05 -1.75 -0.05
H -2.40 -1.47 -1.91
H -0.12 -0.92 -2.59
H 2.89 3.16 2.28
H 4.53 1.58 3.23
C 5.12 6.16 -4.22
O 3.89 5.92 -3.55
C 4.04 5.34 -2.26
C 3.60 6.30 -1.18
N 4.53 7.42 -1.06
C 4.07 8.49 -0.19
C 2.82 9.27 -0.60
O 2.99 10.05 -1.77
C 2.74 9.39 -2.99
H 4.87 6.51 -5.22
H 5.72 6.92 -3.72
H 5.71 5.24 -4.31
H 5.07 5.01 -2.09
H 3.40 4.45 -2.22
H 3.57 5.77 -0.22
H 2.58 6.62 -1.42
H 4.69 7.81 -1.99
H 4.89 9.21 -0.10
H 3.90 8.08 0.81
H 2.59 9.97 0.20
H 1.94 8.62 -0.70
H 1.98 8.61 -2.88
H 3.65 8.95 -3.41
H 2.37 10.13 -3.70
C 0.64 -8.67 -5.42
O 1.33 -8.41 -4.21
C 2.58 -7.76 -4.38
C 2.54 -6.36 -3.79
N 1.68 -5.49 -4.57
C 1.42 -4.19 -3.96
C 0.65 -4.15 -2.65
O -0.70 -4.55 -2.76
C -0.94 -5.94 -2.64
H -0.24 -9.26 -5.18
H 0.32 -7.75 -5.92
H 1.26 -9.25 -6.11
H 2.87 -7.72 -5.44
H 3.33 -8.34 -3.85
H 3.55 -5.95 -3.79
H 2.21 -6.45 -2.75
H 0.79 -5.95 -4.72
H 0.86 -3.59 -4.69
H 2.38 -3.68 -3.81
H 0.62 -3.11 -2.31
H 1.15 -4.72 -1.85
H -0.22 -6.43 -1.98
H -0.93 -6.45 -3.61
H -1.94 -6.07 -2.22
C -5.51 1.51 2.75
O -5.67 0.12 2.93
C -5.20 -0.36 4.18
C -6.35 -0.86 5.04
N -7.19 0.25 5.48
C -8.42 -0.16 6.14
C -9.46 -0.92 5.31
O -10.05 -0.14 4.29
C -9.37 -0.13 3.05
H -5.80 1.74 1.73
H -6.14 2.09 3.43
H -4.46 1.81 2.89
H -4.63 0.41 4.71
H -4.53 -1.20 3.98
H -5.94 -1.37 5.92
H -6.90 -1.60 4.45
H -7.42 0.82 4.68
H -8.90 0.74 6.52
H -8.17 -0.77 7.01
H -10.28 -1.19 5.99
H -9.06 -1.85 4.90
H -8.83 -1.07 2.87
H -8.66 0.70 2.98
H -10.11 0.00 2.26
*
```

Results
energy: -2216.02884 Eh
SMILES: CCCCCC1=C(Cc2ccc(C)cc2)C(=O)C=CC1=O.COCCNCCOC.COCCNCCOC.COCCNCCOC
HOMO: -8.493 eV
E_LUMO: -1.1 eV

# 4
The following is a DFT calculation (wB97M-V/def2-TZVPD) of C37H69B2IN8O12S as an isolated structure at a distorted geometry.

```
! wB97M-V def2-TZVPD RIJCOSX def2/J DEFGRID3
* xyz 0 1
C -3.42 -2.14 2.69
C -3.69 -3.70 2.83
C -3.20 -4.54 1.59
C -3.68 -4.05 0.18
C -5.05 -4.59 -0.37
B -5.11 -3.84 -1.82
N -3.97 -4.00 -2.79
O -6.21 -3.09 -2.30
C -5.09 -6.07 -0.96
O -4.30 -6.94 -0.92
O -6.37 -6.02 -1.63
C -7.25 -5.48 -0.61
I -8.30 -7.32 0.03
N -8.41 -4.63 -1.10
C -8.81 -5.18 -2.13
S -9.35 -6.04 -3.37
C -6.35 -4.70 0.50
C -7.06 -3.47 1.19
C -7.04 -2.07 0.49
C -7.90 -1.10 1.46
O -5.71 -1.55 0.52
C -5.56 -0.38 -0.29
C -4.07 0.09 -0.08
C -3.78 0.98 1.02
C -2.37 1.35 1.22
C -1.36 0.80 0.33
C -1.68 -0.08 -0.79
C -3.07 -0.45 -0.99
B -6.43 -5.78 1.73
O -5.54 -6.87 1.93
O -7.39 -5.64 2.76
H -4.39 -1.58 2.77
H -2.83 -1.86 1.79
H -2.82 -1.78 3.58
H -3.05 -4.03 3.70
H -4.75 -3.90 3.15
H -3.37 -5.64 1.77
H -2.08 -4.44 1.59
H -2.89 -4.43 -0.54
H -3.58 -2.94 0.13
H -3.35 -3.19 -2.76
H -4.41 -4.11 -3.71
H -5.82 -2.30 -2.71
H -6.64 -3.31 2.22
H -8.15 -3.74 1.29
H -7.56 -2.00 -0.49
H -7.24 -0.28 1.86
H -8.21 -1.69 2.37
H -8.77 -0.64 0.94
H -5.69 -0.58 -1.39
H -6.23 0.47 0.01
H -4.60 1.36 1.69
H -2.10 2.02 2.07
H -0.28 1.04 0.48
H -0.93 -0.52 -1.48
H -3.41 -1.14 -1.79
H -5.00 -6.68 2.73
H -7.48 -6.49 3.22
C 3.60 3.05 1.11
C 2.10 2.95 0.99
O 1.48 1.96 1.36
N 1.45 4.01 0.45
C 2.01 5.25 -0.03
H 4.00 2.14 1.55
H 4.05 3.17 0.12
H 3.87 3.89 1.74
H 0.45 3.88 0.40
H 1.58 6.08 0.53
H 1.75 5.36 -1.09
H 3.10 5.28 0.07
C 0.63 -0.76 4.79
C 0.06 -2.15 4.90
O -0.31 -2.78 3.93
N -0.01 -2.70 6.15
C 0.38 -2.11 7.41
H 0.63 -0.45 3.74
H 0.01 -0.06 5.36
H 1.65 -0.73 5.16
H -0.40 -3.64 6.15
H 1.14 -2.75 7.87
H -0.49 -2.07 8.06
H 0.78 -1.11 7.28
C 5.39 3.86 -2.92
C 5.76 5.07 -2.11
O 4.92 5.77 -1.56
N 7.08 5.37 -1.99
C 8.21 4.65 -2.57
H 4.31 3.74 -2.93
H 5.73 3.98 -3.95
H 5.83 2.96 -2.49
H 7.27 6.19 -1.44
H 8.86 4.33 -1.75
H 8.76 5.34 -3.21
H 7.90 3.79 -3.14
C 8.68 6.59 -6.01
C 8.19 5.24 -6.47
O 8.34 4.22 -5.80
N 7.57 5.17 -7.68
C 7.31 6.25 -8.60
H 9.15 6.49 -5.03
H 9.41 6.99 -6.71
H 7.83 7.28 -5.92
H 7.28 4.24 -7.93
H 6.23 6.31 -8.76
H 7.80 6.03 -9.55
H 7.67 7.20 -8.23
C -0.66 -4.97 -2.99
C -0.27 -3.77 -2.18
O -1.10 -3.06 -1.62
N 1.05 -3.48 -2.07
C 2.17 -4.20 -2.65
H -1.75 -5.08 -2.99
H -0.33 -4.85 -4.02
H -0.23 -5.88 -2.56
H 1.24 -2.66 -1.51
H 2.82 -4.53 -1.84
H 2.72 -3.51 -3.30
H 1.84 -5.06 -3.23
C 6.06 4.38 4.78
C 6.26 4.68 3.31
O 6.16 3.83 2.45
N 6.54 5.97 2.97
C 6.70 7.11 3.84
H 5.84 3.32 4.90
H 6.98 4.61 5.33
H 5.23 4.96 5.18
H 6.66 6.11 1.98
H 5.96 7.87 3.56
H 7.70 7.52 3.71
H 6.55 6.85 4.89
*
```

Results
energy: -3537.88660 Eh
HOMO: -8.344 eV
E_LUMO: 0.1 eV

> Which value of E_LUMO does entry 1 give?

1.8 eV

> What is the E_LUMO in the second record?

-3.8 eV